{"formula": "C84H155N13O16S8", "method": "the ωB97M-V functional and the def2-TZVPD basis", "total_energy_ha": -8394.6648, "homo_lumo_gap_ev": 9.7, "lumo_ev": -0.1, "species": ["C", "C", "C", "S", "O", "O", "C", "H", "H", "H", "H", "H", "H", "H", "H", "C", "C", "C", "S", "O", "O", "C", "H", "H", "H", "H", "H", "H", "H", "H", "C", "C", "C", "S", "O", "O", "C", "H", "H", "H", "H", "H", "H", "H", "H", "C", "C", "C", "S", "O", "O", "C", "H", "H", "H", "H", "H", "H", "H", "H", "C", "C", "C", "S", "O", "O", "C", "H", "H", "H", "H", "H", "H", "H", "H", "C", "C", "C", "S", "O", "O", "C", "H", "H", "H", "H", "H", "H", "H", "H", "C", "C", "C", "S", "O", "O", "C", "H", "H", "H", "H", "H", "H", "H", "H", "C", "C", "C", "S", "O", "O", "C", "H", "H", "H", "H", "H", "H", "H", "H", "C", "C", "C", "C", "N", "H", "H", "H", "H", "H", "H", "H", "C", "C", "C", "C", "N", "H", "H", "H", "H", "H", "H", "H", "C", "C", "C", "C", "N", "H", "H", "H", "H", "H", "H", "H", "C", "C", "C", "C", "N", "H", "H", "H", "H", "H", "H", "H", "C", "C", "C", "C", "N", "H", "H", "H", "H", "H", "H", "H", "C", "C", "C", "C", "N", "H", "H", "H", "H", "H", "H", "H", "C", "C", "C", "C", "N", "H", "H", "H", "H", "H", "H", "H", "C", "C", "C", "C", "N", "H", "H", "H", "H", "H", "H", "H", "C", "C", "C", "C", "N", "H", "H", "H", "H", "H", "H", "H", "C", "C", "C", "C", "N", "H", "H", "H", "H", "H", "H", "H", "C", "C", "C", "C", "N", "H", "H", "H", "H", "H", "H", "H", "C", "C", "C", "C", "N", "H", "H", "H", "H", "H", "H", "H", "C", "C", "C", "C", "N", "H", "H", "H", "H", "H", "H", "H"], "xyz": [[-1.953, 5.469, -3.467], [-0.412, 5.790, -3.499], [0.015, 6.337, -2.197], [-0.969, 5.387, -0.985], [-1.554, 6.309, -0.058], [-0.297, 4.261, -0.427], [-2.156, 4.711, -2.212], [-2.063, 4.922, -4.393], [-2.531, 6.438, -3.409], [-0.160, 6.419, -4.320], [0.133, 4.841, -3.661], [-0.341, 7.396, -2.106], [1.049, 6.243, -1.964], [-3.110, 4.796, -1.676], [-1.828, 3.648, -2.286], [4.882, 3.943, -3.671], [4.444, 5.326, -3.291], [3.481, 5.789, -4.400], [4.125, 5.118, -5.922], [4.743, 6.180, -6.652], [3.119, 4.337, -6.579], [5.354, 4.067, -5.128], [4.082, 3.229, -3.528], [5.739, 3.562, -3.137], [5.270, 6.048, -3.228], [3.942, 5.298, -2.318], [3.346, 6.875, -4.537], [2.490, 5.299, -4.260], [6.327, 4.575, -5.187], [5.414, 3.087, -5.594], [-1.418, 0.372, 6.329], [-0.156, -0.122, 5.622], [0.600, -0.948, 6.591], [-0.677, -2.002, 7.221], [-0.371, -2.414, 8.597], [-0.884, -3.065, 6.250], [-2.017, -0.841, 7.056], [-2.039, 0.851, 5.528], [-1.239, 1.095, 7.109], [0.463, 0.674, 5.248], [-0.484, -0.738, 4.801], [0.868, -0.336, 7.450], [1.424, -1.587, 6.262], [-2.395, -0.533, 8.035], [-2.832, -1.484, 6.624], [-2.687, -4.859, 2.674], [-1.603, -3.763, 3.004], [-2.388, -2.462, 3.359], [-3.709, -2.400, 2.237], [-3.375, -1.596, 1.070], [-4.938, -2.078, 2.947], [-3.663, -4.113, 1.831], [-3.035, -5.036, 3.722], [-2.151, -5.715, 2.244], [-0.789, -3.610, 2.289], [-1.150, -4.105, 3.949], [-1.828, -1.515, 3.390], [-2.846, -2.568, 4.335], [-3.336, -3.983, 0.802], [-4.643, -4.533, 1.739], [3.510, -1.812, -1.243], [4.888, -2.381, -1.496], [5.013, -2.920, -2.924], [3.509, -2.316, -3.717], [3.141, -3.274, -4.731], [3.647, -0.918, -4.067], [2.513, -2.317, -2.258], [3.581, -0.699, -1.203], [3.219, -2.086, -0.216], [5.121, -3.136, -0.759], [5.613, -1.569, -1.254], [4.996, -4.005, -2.979], [5.883, -2.636, -3.530], [2.155, -3.328, -2.039], [1.749, -1.595, -2.419], [-5.261, -1.287, -1.935], [-5.937, -0.610, -0.749], [-6.796, -1.684, -0.068], [-7.618, -2.429, -1.467], [-8.949, -1.899, -1.493], [-7.405, -3.848, -1.548], [-6.533, -1.741, -2.689], [-4.680, -2.149, -1.611], [-4.669, -0.592, -2.511], [-6.497, 0.300, -1.041], [-5.259, -0.144, -0.001], [-7.473, -1.228, 0.632], [-6.255, -2.483, 0.436], [-7.034, -0.812, -3.072], [-6.369, -2.428, -3.533], [-0.353, -0.509, 0.967], [0.894, 0.349, 0.655], [0.479, 1.281, -0.528], [-0.564, 0.306, -1.567], [0.219, -0.255, -2.684], [-1.779, 1.003, -1.889], [-0.828, -1.018, -0.365], [-1.118, 0.137, 1.378], [0.039, -1.296, 1.612], [1.740, -0.236, 0.292], [1.230, 0.919, 1.532], [1.346, 1.656, -1.109], [-0.085, 2.148, -0.256], [-0.240, -1.865, -0.713], [-1.816, -1.345, -0.406], [-3.131, -8.385, -0.659], [-3.033, -6.863, -0.363], [-1.570, -6.486, -0.455], [-0.666, -7.790, 0.176], [-0.263, -7.370, 1.553], [0.393, -8.152, -0.744], [-1.993, -9.028, 0.139], [-2.941, -8.500, -1.747], [-4.068, -8.878, -0.475], [-3.397, -6.721, 0.677], [-3.685, -6.281, -0.992], [-1.292, -5.514, -0.030], [-1.355, -6.358, -1.515], [-2.176, -9.404, 1.115], [-1.543, -9.910, -0.412], [4.149, 4.000, 5.547], [3.590, 2.623, 5.769], [3.243, 2.426, 7.281], [2.000, 3.128, 7.690], [0.977, 3.567, 7.991], [4.240, 4.304, 4.542], [5.190, 4.084, 5.955], [3.467, 4.752, 6.038], [4.301, 1.857, 5.428], [2.719, 2.542, 5.121], [4.049, 2.840, 7.854], [3.068, 1.367, 7.576], [0.259, 2.560, 3.436], [0.764, 4.041, 3.353], [-0.459, 4.976, 3.105], [-1.596, 4.712, 4.017], [-2.534, 4.647, 4.687], [1.073, 1.822, 3.494], [-0.359, 2.403, 2.520], [-0.443, 2.401, 4.211], [1.417, 4.139, 2.485], [1.373, 4.350, 4.210], [-0.764, 4.927, 2.097], [-0.226, 6.039, 3.261], [2.577, -8.642, -3.781], [3.093, -7.326, -4.321], [1.957, -6.503, -4.939], [1.120, -5.961, -3.900], [0.659, -5.594, -2.922], [3.395, -9.185, -3.300], [2.184, -9.316, -4.534], [1.790, -8.534, -3.001], [3.813, -7.523, -5.108], [3.593, -6.734, -3.541], [1.328, -7.142, -5.658], [2.279, -5.595, -5.495], [-3.111, -2.612, -4.995], [-1.801, -3.304, -4.756], [-1.320, -3.104, -3.317], [-2.303, -3.503, -2.316], [-3.078, -3.807, -1.532], [-3.071, -1.547, -4.803], [-3.916, -3.077, -4.351], [-3.484, -2.583, -5.986], [-1.099, -2.985, -5.483], [-1.906, -4.376, -4.986], [-1.107, -2.015, -3.085], [-0.378, -3.614, -3.158], [-4.480, 1.770, -3.675], [-5.611, 1.875, -4.643], [-5.252, 2.639, -5.929], [-4.988, 4.047, -5.603], [-4.892, 5.155, -5.329], [-4.799, 1.471, -2.684], [-4.024, 2.750, -3.504], [-3.745, 1.051, -4.026], [-6.400, 2.444, -4.162], [-5.996, 0.880, -4.926], [-6.118, 2.653, -6.623], [-4.423, 2.168, -6.456], [2.533, -4.738, 5.443], [1.564, -5.386, 4.510], [1.911, -6.817, 4.082], [3.307, -7.132, 3.829], [4.389, -7.463, 3.631], [2.232, -3.705, 5.571], [3.570, -4.710, 5.071], [2.639, -5.152, 6.460], [1.474, -4.831, 3.577], [0.543, -5.373, 4.901], [1.338, -7.108, 3.210], [1.582, -7.449, 4.891], [4.594, 1.639, -0.720], [5.949, 1.252, -0.129], [6.597, 2.374, 0.705], [6.877, 3.568, -0.092], [7.094, 4.409, -0.837], [4.680, 2.655, -1.059], [3.852, 1.500, 0.059], [4.373, 0.971, -1.563], [6.641, 0.958, -0.870], [5.871, 0.345, 0.520], [7.586, 2.131, 1.137], [5.886, 2.636, 1.493], [-1.368, 1.988, -5.189], [-0.039, 2.382, -5.862], [1.241, 1.833, -5.232], [1.517, 2.482, -3.984], [1.721, 3.068, -2.998], [-2.181, 2.443, -5.711], [-1.439, 2.458, -4.175], [-1.496, 0.902, -5.106], [0.045, 3.463, -5.955], [-0.111, 2.124, -6.946], [2.125, 1.976, -5.825], [1.211, 0.742, -5.061], [2.679, 7.194, 0.032], [2.484, 5.735, 0.420], [3.700, 5.145, 1.100], [3.803, 5.751, 2.464], [3.883, 6.226, 3.491], [1.817, 7.828, 0.104], [3.190, 7.291, -0.966], [3.394, 7.668, 0.703], [2.132, 5.222, -0.459], [1.703, 5.667, 1.131], [4.573, 5.391, 0.495], [3.596, 4.040, 1.219], [-5.095, 7.388, 0.556], [-6.387, 7.368, -0.284], [-7.138, 6.007, -0.314], [-6.394, 5.050, -1.170], [-5.892, 4.168, -1.743], [-4.273, 6.788, 0.138], [-5.352, 6.858, 1.503], [-4.802, 8.417, 0.780], [-6.200, 7.750, -1.257], [-7.141, 8.095, 0.111], [-8.170, 6.183, -0.741], [-7.188, 5.513, 0.689], [2.149, -1.743, 3.236], [3.632, -1.743, 3.647], [4.438, -0.871, 2.677], [4.034, 0.568, 2.634], [3.786, 1.694, 2.574], [1.759, -0.752, 3.274], [1.605, -2.429, 3.907], [2.053, -2.174, 2.213], [4.055, -2.742, 3.605], [3.720, -1.324, 4.662], [4.404, -1.264, 1.667], [5.488, -0.755, 2.937], [4.329, -4.711, 1.438], [4.019, -5.911, 0.543], [2.512, -6.164, 0.315], [1.648, -4.954, 0.153], [0.982, -4.008, 0.047], [5.385, -4.555, 1.421], [4.132, -4.930, 2.455], [3.817, -3.761, 1.086], [4.454, -6.796, 1.064], [4.507, -5.736, -0.404], [2.085, -6.656, 1.181], [2.311, -6.825, -0.558], [-5.181, 3.758, 2.358], [-3.986, 3.761, 1.460], [-3.501, 2.373, 1.086], [-3.290, 1.551, 2.260], [-3.296, 0.983, 3.251], [-5.565, 4.740, 2.558], [-4.911, 3.343, 3.328], [-6.063, 3.189, 1.995], [-3.225, 4.362, 1.979], [-4.201, 4.231, 0.498], [-2.576, 2.390, 0.521], [-4.254, 1.966, 0.389]], "forces_ev_per_a": [[1.21, 2.05, -0.24], [-0.36, -1.62, -0.43], [-1.32, 1.17, 0.97], [-0.61, 0.60, -1.66], [-0.59, 0.58, 0.46], [1.10, -1.00, 0.65], [0.29, -1.11, 1.60], [-1.04, -0.12, -0.02], [0.44, -1.07, -0.57], [0.11, 0.66, -0.62], [-0.33, 0.25, -0.05], [0.45, -0.83, 0.26], [0.82, -0.02, 0.16], [-0.04, -0.16, -0.57], [-0.44, 0.63, 0.06], [1.01, -0.13, -0.86], [-0.44, 1.04, 0.50], [-1.11, -0.28, 0.50], [0.33, 0.15, 0.54], [0.58, 0.44, -0.44], [-0.52, -0.70, -0.15], [-0.10, -0.45, 0.04], [-0.25, -0.09, -0.28], [0.19, 0.14, 0.62], [0.01, -0.38, 0.07], [-0.03, 0.22, -0.11], [0.20, -0.47, 0.16], [0.60, 0.39, -0.08], [-0.36, -0.07, -0.01], [-0.06, 0.14, -0.39], [-0.72, 0.07, -1.29], [0.01, 0.53, -0.36], [0.08, -0.44, 1.11], [0.94, -1.77, 1.81], [-0.61, 0.74, -1.47], [-0.11, 0.24, -0.08], [-1.41, -0.47, 0.27], [0.00, -0.56, 1.00], [0.45, 0.48, -0.02], [0.06, 0.37, -0.20], [0.06, -0.17, -0.57], [0.43, 0.02, 0.09], [-0.14, 0.22, -0.08], [0.29, -0.27, 0.01], [0.73, 0.99, -0.20], [1.75, 1.63, 1.57], [0.16, 0.05, 1.42], [1.46, -0.23, 0.43], [-1.69, 1.30, 0.58], [-0.10, -0.57, 0.36], [0.52, -0.17, -0.50], [-0.28, -0.52, -1.84], [-0.39, -0.58, -1.10], [-0.67, 0.08, 0.08], [-0.41, -0.05, -0.30], [0.23, 0.34, -0.43], [-0.18, -0.42, -0.40], [-0.11, -0.17, 0.21], [0.39, -0.62, -0.32], [-0.80, -0.02, 0.31], [-0.37, 1.00, 1.56], [1.79, 0.69, 0.27], [0.00, 0.31, -0.13], [0.42, -0.10, -0.44], [-0.40, 0.03, -0.04], [0.28, -0.22, -0.10], [0.73, -0.68, 0.09], [-0.39, -0.92, -0.46], [-0.28, -0.05, -0.36], [0.00, -0.53, 0.00], [-0.22, -0.57, -0.56], [-0.33, -0.13, 0.12], [-0.28, 0.38, 0.33], [-0.07, 0.23, -0.13], [-0.97, 0.28, -0.22], [-1.32, -0.09, 0.27], [1.25, 1.02, 1.64], [0.28, 0.39, -0.37], [0.22, -0.20, 0.42], [-0.52, 0.19, -0.55], [-0.09, -0.54, 0.37], [0.25, 1.43, -1.59], [0.10, 0.17, -0.01], [0.21, -0.09, -0.23], [-0.37, -0.78, -0.28], [0.08, -0.80, -0.35], [-0.63, -0.14, 0.10], [0.42, 0.23, -0.05], [0.33, -0.82, 0.18], [-0.24, 0.03, 0.52], [1.46, 0.41, -0.49], [-0.53, 1.01, -0.75], [1.56, -0.04, 0.28], [1.14, -1.20, -0.27], [-0.66, 0.64, 0.60], [-0.47, 0.28, -0.05], [1.26, -0.18, -0.72], [-0.16, -0.15, 0.70], [-0.91, -0.17, 0.20], [-0.07, -0.36, 0.18], [-0.12, -0.05, -0.40], [-0.59, -0.33, 0.17], [-0.41, 0.42, 0.44], [0.40, 0.02, -0.02], [-1.86, -0.19, 0.07], [1.10, 0.69, -0.78], [-1.18, -0.90, 1.72], [-1.30, 1.85, -1.71], [1.60, 0.36, 2.06], [-0.74, -1.24, -1.72], [-0.28, -0.35, 0.28], [1.40, -1.35, -1.85], [0.07, -0.17, 0.57], [-0.49, 0.18, 0.35], [0.16, 0.06, -0.46], [0.05, 0.29, -0.32], [-0.05, -0.45, 0.35], [0.42, -0.29, -0.12], [-0.54, 0.21, 1.04], [-0.39, 1.04, 0.53], [0.55, 0.83, 1.85], [-0.16, -0.30, 0.21], [-0.96, -0.42, -0.70], [-0.20, -0.17, -0.23], [0.58, -0.13, -0.16], [-0.13, -0.09, -1.11], [-0.91, 0.09, 0.06], [0.86, -0.52, -0.38], [-0.18, 0.09, 0.31], [-0.31, -0.38, 0.22], [0.52, 0.01, 0.49], [0.36, 0.57, -0.28], [0.47, 1.03, -1.67], [-0.65, -0.63, -0.08], [0.82, 0.21, 1.93], [-0.43, 0.38, -0.11], [0.68, -0.22, -0.37], [-0.25, 0.34, -0.11], [0.63, -0.22, 0.33], [-0.51, -0.01, 1.18], [-0.04, -0.10, 0.01], [-0.39, -0.08, 0.06], [-0.63, -0.39, -1.25], [0.24, -0.24, 0.05], [-0.07, -0.42, 1.30], [-0.30, 0.14, -0.29], [-0.67, 0.05, -1.87], [0.37, -0.56, 0.20], [-0.69, 0.41, 0.67], [-0.03, 0.01, 0.00], [-0.10, 0.11, -0.41], [0.44, 0.18, -0.48], [0.23, 0.05, -0.09], [-0.14, -0.17, -0.19], [0.90, 0.90, 1.04], [0.21, -0.72, 0.12], [-1.45, -0.06, 1.32], [-0.78, -0.82, 0.15], [0.36, 1.59, 0.01], [0.61, -0.23, -0.52], [-0.33, -0.23, 0.41], [0.22, 0.36, 0.74], [0.73, 0.67, -0.60], [-0.13, -0.75, -1.29], [1.11, 0.65, -0.33], [-0.07, 0.11, 0.36], [-0.22, -1.07, -0.61], [0.03, -0.25, 0.27], [0.63, 0.16, 0.31], [-0.69, -0.04, -0.39], [-0.72, 0.04, -0.13], [0.01, -0.42, -0.30], [0.20, 0.29, 0.10], [-0.23, -0.20, 0.11], [0.17, -0.12, -0.20], [0.34, 0.07, 0.09], [-0.41, -0.10, 0.03], [0.05, 0.37, 0.13], [0.47, -0.11, 0.33], [0.17, 0.18, 0.01], [1.02, 0.55, 0.79], [-0.20, -0.38, -1.04], [-0.53, -0.01, 0.56], [0.18, -0.03, 0.05], [0.05, 0.17, -0.07], [-0.03, 0.30, 0.20], [-0.33, -0.11, -0.23], [-0.49, -0.19, -0.45], [0.22, 0.48, -0.04], [0.19, -0.17, 0.21], [-0.21, -0.05, -0.17], [0.03, -0.62, 0.27], [0.80, -1.00, 0.16], [0.03, -0.50, 1.24], [0.08, 0.19, 0.31], [-0.42, -0.64, -0.16], [0.09, 0.63, -0.25], [-0.48, 0.51, -0.27], [-0.38, 0.39, -0.12], [-0.07, 0.47, 0.09], [0.77, -0.22, -1.16], [-0.09, 0.69, -0.28], [-0.64, -0.38, 0.05], [0.30, 0.12, 0.18], [1.17, 0.63, 1.22], [-0.66, 0.00, -1.42], [-0.38, -1.16, -0.18], [0.27, 1.14, 2.31], [-0.26, -0.84, -1.43], [-0.62, 0.06, -0.67], [0.19, -0.73, -0.51], [0.00, 0.29, 0.04], [0.00, 0.25, 0.44], [0.36, -0.39, 0.75], [0.30, 0.35, -0.68], [-0.25, 0.37, 0.11], [1.81, 0.28, -0.48], [-0.28, 0.96, -0.38], [-0.06, -0.48, 0.39], [0.28, -1.08, -2.61], [0.00, 0.96, 1.45], [-0.72, 0.02, -0.34], [-0.76, -0.08, 0.68], [0.10, 0.04, 0.28], [0.25, -0.84, -0.16], [-1.12, -0.02, 0.55], [0.33, -0.21, 0.32], [0.23, 0.73, -0.06], [-0.97, -1.04, 0.64], [-0.87, 0.43, 1.46], [0.32, 0.23, -0.63], [-0.01, -1.74, -0.47], [-0.57, 1.64, 0.81], [-0.19, 0.50, -0.17], [0.35, 0.62, -0.27], [0.20, -0.29, -0.09], [0.16, -0.08, -1.17], [0.74, -0.46, 0.10], [1.09, -0.51, 0.50], [-0.16, 0.65, -0.71], [0.87, -1.88, -0.12], [-0.43, 0.93, -0.23], [0.16, 1.22, 0.29], [-0.38, -0.11, -0.17], [0.09, -0.72, 0.14], [-0.54, 0.72, 0.00], [-0.10, 0.49, -0.24], [-0.06, 0.39, 0.47], [0.01, -0.13, 0.20], [0.14, -0.33, -0.22], [-0.13, -0.06, -0.25], [0.28, -0.58, 0.19], [-0.60, 0.76, -1.23], [-0.29, 0.17, 0.67], [-0.39, 0.23, -0.44], [0.03, 0.58, -0.14], [0.82, -1.13, 0.29], [0.88, 0.32, -0.17], [-0.71, -0.02, 1.06], [0.45, -1.06, 0.54], [-0.33, 0.44, -0.75], [0.18, -0.25, -0.39], [-0.08, -0.30, 0.13], [0.16, 0.43, 0.62], [-1.20, -0.83, 0.42], [0.44, 0.87, -0.29], [0.00, -0.04, -0.63], [-0.80, 0.03, -0.31], [0.54, -0.54, 0.71], [0.06, 0.73, 0.04], [-0.03, -0.07, 0.09], [0.62, 0.02, -0.10], [0.04, -0.30, -0.40], [-0.02, 0.27, 0.12], [0.28, 0.22, -0.23], [0.27, -0.39, 0.53]]}